This record from the Open Molecules 2025 dataset describes a 2-piece molecular cluster, C4H9FNOS overall. The level of theory is ωB97M-V with the def2-TZVPD basis set.

Positions of all 17 atoms, in Å:
C1 1.34 -0.17 -0.22
C2 -0.41 0.35 1.27
C3 0.04 -0.58 -0.92
C4 -0.96 0.09 -0.10
N1 0.86 -0.38 1.23
O1 -0.01 -2.01 -0.83
F1 -2.22 -0.20 -0.22
S1 -0.80 2.72 -0.89
H1 2.23 -0.79 -0.41
H2 1.56 0.86 -0.28
H3 -0.28 1.35 1.56
H4 -1.09 -0.17 1.95
H5 -0.13 -0.35 -2.06
H6 0.76 -1.34 1.16
H7 1.61 -0.22 1.93
H8 -0.88 -2.22 -1.20
H9 -1.60 3.06 -1.95

As for the total charge: +1. For the HOMO energy (alpha / beta), the calculation gives -0.4685 / -0.4685 Eh. The calculation puts the relative energy (zero: lowest compared OMol25 entry of this formula, charge and spin) at 213.07 kJ/mol. The calculation puts the frontier orbital gap (alpha / beta) at 7.07 / 7.07 eV. The calculation puts the LUMO energy (alpha / beta) at -0.2087 / -0.2086 hartree.

=====

This record from the Open Molecules 2025 dataset describes C44H49BrCl2KN11O3STe as an isolated structure. The level of theory is ωB97M-V with the def2-TZVPD basis set.

Positions of all 113 atoms, in Å:
K1 -0.04 0.39 -0.03
C1 3.49 -3.72 -0.10
O1 4.04 -2.90 0.91
C2 3.18 -2.53 1.93
C3 3.59 -2.77 3.22
C4 2.83 -2.36 4.32
C5 1.63 -1.72 4.07
C6 1.15 -1.49 2.78
C7 -0.17 -0.81 2.73
N1 -1.07 -1.04 1.86
N2 -2.33 -0.42 2.00
C8 -2.50 0.82 1.62
O2 -1.71 1.71 1.17
C9 -3.97 1.22 1.70
C10 -4.88 0.61 2.55
C11 -6.20 1.05 2.59
C12 -6.63 2.09 1.77
C13 -5.73 2.68 0.90
C14 -4.41 2.25 0.87
C15 1.94 -1.85 1.62
O3 1.63 -1.59 0.42
H1 4.33 -4.24 -0.58
H2 2.94 -3.14 -0.84
H3 2.82 -4.47 0.33
H4 4.54 -3.28 3.35
H5 3.17 -2.54 5.33
H6 1.01 -1.40 4.91
H7 -0.39 -0.11 3.55
H8 -4.54 -0.20 3.17
H9 -6.90 0.57 3.27
H10 -7.66 2.42 1.81
H11 -6.06 3.47 0.23
H12 -3.68 2.65 0.17
N3 -2.62 5.22 0.72
N4 -1.57 4.85 -0.12
N5 -1.69 3.99 -1.09
C16 -0.45 3.97 -1.57
N6 0.35 4.82 -0.91
N7 -0.38 5.38 0.02
H13 -2.20 5.29 1.65
H14 -3.23 4.40 0.75
H15 -0.12 3.33 -2.37
Cl1 7.21 -0.08 -1.20
C17 5.62 -0.94 -1.18
Cl2 4.49 -0.27 -2.32
H16 5.23 -0.88 -0.18
H17 5.85 -1.97 -1.45
C18 -5.52 -2.61 -0.33
C19 -4.21 -2.66 0.43
N8 -3.15 -2.19 -0.44
C20 -3.32 -1.08 -1.25
N9 -2.26 -0.46 -1.63
C21 -2.36 0.71 -2.47
C22 -3.67 0.80 -3.24
C23 -4.81 0.52 -2.29
N10 -4.62 -0.77 -1.65
C24 -5.73 -1.19 -0.81
H18 -6.36 -2.92 0.31
H19 -5.48 -3.29 -1.19
H20 -3.98 -3.68 0.73
H21 -4.28 -2.04 1.33
H22 -2.25 -2.13 0.02
H23 -1.52 0.70 -3.16
H24 -2.24 1.61 -1.84
H25 -3.67 0.06 -4.04
H26 -3.79 1.79 -3.69
H27 -5.78 0.48 -2.81
H28 -4.88 1.31 -1.54
H29 -6.65 -1.10 -1.41
H30 -5.84 -0.52 0.06
C25 0.08 -3.46 -1.96
Te1 1.00 -1.62 -2.63
C26 -0.21 -2.19 -4.31
C27 -0.06 -3.68 -4.40
C28 0.01 -4.40 -5.58
C29 0.23 -5.78 -5.55
C30 0.38 -6.43 -4.34
C31 0.31 -5.71 -3.15
C32 0.10 -4.34 -3.17
H31 -0.95 -3.19 -1.70
H32 0.57 -3.88 -1.08
H33 0.08 -1.64 -5.20
H34 -1.24 -1.93 -4.03
H35 -0.08 -3.88 -6.53
H36 0.30 -6.33 -6.48
H37 0.56 -7.50 -4.32
H38 0.45 -6.21 -2.20
N11 2.36 1.55 -0.09
S1 2.54 1.95 1.41
C33 2.83 3.71 1.62
C34 2.76 4.25 2.90
C35 2.97 5.61 3.08
C36 3.25 6.42 1.98
C37 3.30 5.87 0.71
C38 3.08 4.51 0.52
C39 4.17 1.42 1.98
C40 4.24 0.53 3.03
C41 5.48 0.09 3.46
C42 6.63 0.53 2.83
C43 6.55 1.41 1.76
C44 5.32 1.86 1.33
H39 3.15 1.82 -0.68
H40 2.54 3.61 3.74
H41 2.92 6.04 4.07
H42 3.41 7.48 2.12
H43 3.48 6.50 -0.15
H44 3.06 4.08 -0.47
H45 3.33 0.15 3.49
H46 5.53 -0.63 4.27
H47 7.60 0.17 3.16
H48 7.45 1.73 1.25
H49 5.25 2.54 0.48
Br1 1.72 1.12 -4.62

As for the total charge: -2. For the HOMO energy, the calculation gives -0.0753 Eh. The calculation puts the relative energy (zero: lowest compared OMol25 entry of this formula, charge and spin) at 83.45 kJ/mol. The calculation puts the frontier orbital gap at 5.77 eV. The calculation puts the LUMO energy at 0.1369 hartree.

=====

This record from the Open Molecules 2025 dataset describes a 2-piece molecular cluster, C2H6FOP overall. The level of theory is ωB97M-V with the def2-TZVPD basis set.

Positions of all 11 atoms, in Å:
C1 -1.22 -0.82 -0.32
C2 0.84 -0.53 0.18
O1 -1.49 0.38 -0.79
F1 1.40 -1.48 -0.60
P1 1.16 1.17 -0.40
H1 -1.09 -1.65 -1.15
H2 -1.77 -1.05 0.50
H3 0.99 -0.80 1.29
H4 -0.70 0.72 -1.23
H5 2.56 0.95 -0.23
H6 1.15 1.71 0.85

As for the total charge: 0. For the HOMO energy, the calculation gives -0.3178 Eh. The calculation puts the relative energy (zero: lowest compared OMol25 entry of this formula, charge and spin) at 529.37 kJ/mol. The calculation puts the frontier orbital gap at 9.62 eV. The calculation puts the LUMO energy at 0.0358 hartree.

=====

This record from the Open Molecules 2025 dataset describes a 2-piece molecular cluster, C5H7NO overall. The level of theory is ωB97M-V with the def2-TZVPD basis set.

Positions of all 14 atoms, in Å:
C1 0.80 1.40 -2.23
C2 0.20 0.28 -1.41
C3 -0.02 0.42 0.06
C4 0.96 -0.36 -0.29
H1 1.36 2.08 -1.59
H2 0.02 1.97 -2.74
H3 1.48 1.01 -2.99
H4 -0.49 -0.34 -1.99
H5 -0.61 0.88 0.81
H6 1.77 -0.99 -0.03
N1 -1.97 -1.58 2.71
C5 -0.87 -1.58 3.17
O1 0.26 -1.58 3.42
H7 -2.89 -1.59 3.08

As for the total charge: 0. For the HOMO energy, the calculation gives -0.3420 Eh. The calculation puts the relative energy (zero: lowest compared OMol25 entry of this formula, charge and spin) at 278.44 kJ/mol. The calculation puts the frontier orbital gap at 10.05 eV. The calculation puts the LUMO energy at 0.0274 hartree. Its SMILES is CC1C=C1.N=C=O.

=====

This record from the Open Molecules 2025 dataset describes one molecule with the formula C5H6. The level of theory is ωB97M-V with the def2-TZVPD basis set.

Positions of all 11 atoms, in Å:
C1 -1.57 0.85 0.78
C2 -0.80 -0.22 0.55
C3 -0.17 -0.76 -0.61
C4 1.31 0.04 -0.80
C5 0.70 -0.28 0.50
H1 -2.57 0.73 1.18
H2 -1.19 1.86 0.66
H3 -0.21 -1.74 -1.06
H4 2.18 -0.51 -1.13
H5 1.14 1.01 -1.23
H6 1.18 -0.98 1.17

As for the total charge: 0. For the HOMO energy (alpha / beta), the calculation gives -0.2889 / -0.2855 Eh. The calculation puts the relative energy (zero: lowest compared OMol25 entry of this formula, charge and spin) at 534.89 kJ/mol. The calculation puts the frontier orbital gap (alpha / beta) at 7.86 / 7.91 eV. The calculation puts the LUMO energy (alpha / beta) at 0.0002 / 0.0053 hartree. Its SMILES is C=C1[C@H]2C[C@@H]12.